{
  "formula": "C8H12O",
  "method": "the ωB97M-V functional and the def2-TZVPD basis",
  "total_charge": 0,
  "e_homo_ha": -0.30175,
  "lumo_ev": 0.81,
  "total_energy_ev": -10533.223,
  "gap_ev": 9.02,
  "smiles": "C=C=C(O)CC.C#CC",
  "symbols": ["C", "C", "C", "C", "C", "C", "C", "C", "O", "H", "H", "H", "H", "H", "H", "H", "H", "H", "H", "H", "H"],
  "xyz": [[-2.518, 0.371, 0.034], [-1.925, -0.279, -0.767], [1.033, -2.089, -1.389], [1.120, -0.838, -1.173], [-3.361, 0.921, 1.083], [1.839, -0.336, 1.486], [1.722, 0.874, 0.500], [1.198, 0.427, -0.855], [1.036, 1.376, -1.775], [1.730, -2.742, -1.915], [0.120, -2.525, -1.227], [-1.480, -0.825, -1.535], [-4.320, 0.406, 1.017], [-2.885, 0.829, 2.047], [-3.592, 1.964, 0.856], [2.261, 0.111, 2.466], [0.834, -0.727, 1.557], [2.692, -0.936, 1.105], [1.082, 1.511, 0.932], [2.687, 1.411, 0.277], [0.724, 1.096, -2.726]],
  "forces_ev_per_a": [[-0.4, -0.1, 0.7], [-0.1, 0.1, -0.3], [1.0, -1.2, -1.4], [0.8, 1.7, 0.7], [-0.3, 0.5, -0.9], [2.5, 2.5, 0.2], [2.5, -2.4, -1.9], [0.9, -1.7, 0.3], [-1.2, 1.8, -3.2], [0.4, 0.4, 0.4], [-2.3, -1.4, 0.5], [0.5, -0.4, -0.6], [0.0, -0.1, 0.5], [-0.1, 0.0, 0.3], [0.2, 0.1, 0.3], [-1.1, -0.9, -1.2], [0.3, -0.8, 0.3], [-1.2, -0.5, 0.3], [-2.5, 2.8, 1.3], [-0.8, -0.5, 0.5], [0.9, 0.2, 3.1]],
  "lowdin_charge": [-0.1871, 0.0975, 0.0082, -0.1072, -0.1105, -0.0891, -0.1694, -0.4098, 0.0174, 0.0681, 0.0197, 0.0128, 0.0806, 0.0727, 0.0764, 0.0957, 0.0694, 0.0798, 0.0578, 0.1368, 0.1802]
}


{
  "formula": "C8H12O",
  "method": "the ωB97M-V functional and the def2-TZVPD basis",
  "total_charge": 0,
  "e_homo_ha": -0.32059,
  "lumo_ev": 0.81,
  "total_energy_ev": -10532.446,
  "gap_ev": 9.54,
  "smiles": "C=C=C(C)O.CC1C=C1",
  "symbols": ["C", "C", "C", "C", "C", "C", "C", "C", "O", "H", "H", "H", "H", "H", "H", "H", "H", "H", "H", "H", "H"],
  "xyz": [[0.237, -0.075, 2.737], [0.192, -0.881, 1.693], [-1.902, 1.788, -0.800], [-0.449, 1.426, -0.622], [-1.643, 0.549, -0.758], [0.676, 1.588, -1.700], [1.395, -1.738, -0.165], [0.145, -1.657, 0.681], [-0.889, -2.467, 0.205], [0.533, -0.395, 3.742], [-0.044, 1.046, 2.515], [-2.606, 2.682, -1.021], [-0.088, 1.388, 0.363], [-1.974, -0.461, -0.835], [1.392, 2.329, -1.427], [0.268, 1.888, -2.570], [1.324, 0.651, -1.744], [1.143, -2.347, -1.056], [2.230, -2.237, 0.313], [1.769, -0.737, -0.277], [-1.710, -2.341, 0.728]],
  "forces_ev_per_a": [[-0.6, 1.6, -1.4], [-1.0, 1.2, 2.9], [-1.3, 3.7, -0.8], [0.7, -0.1, -1.1], [-0.1, -1.5, -0.6], [0.7, -2.5, 3.7], [-0.4, -1.1, -0.1], [0.6, -1.5, -1.6], [-0.2, 0.6, 0.7], [-0.1, 0.2, -0.5], [0.6, -2.2, 0.9], [1.3, -2.0, 0.6], [0.8, 0.5, 1.3], [-0.1, -0.3, -0.1], [0.3, 0.9, 0.5], [-1.2, 0.5, -3.3], [-1.2, 1.0, -0.5], [0.4, 0.9, 0.0], [-0.1, -0.5, 0.4], [0.0, 0.3, -0.9], [0.8, 0.0, -0.2]],
  "lowdin_charge": [0.0140, -0.1030, -0.0232, -0.2961, -0.0476, -0.0443, -0.0161, -0.4036, 0.0072, 0.0523, 0.0899, 0.1290, 0.0511, 0.0865, 0.0534, 0.0228, 0.0749, 0.0996, 0.0780, 0.0557, 0.1195]
}


{
  "formula": "C8H12O2",
  "method": "the ωB97M-V functional and the def2-TZVPD basis",
  "total_charge": 0,
  "e_homo_ha": -0.34921,
  "lumo_ev": -0.78,
  "total_energy_ev": -12584.874,
  "gap_ev": 8.72,
  "smiles": "CC[C@H]1C(=O)C(=O)C[C@@H]1C",
  "symbols": ["O", "O", "C", "C", "C", "C", "C", "C", "C", "C", "H", "H", "H", "H", "H", "H", "H", "H", "H", "H", "H", "H"],
  "xyz": [[2.795, -1.689, 0.076], [2.089, 0.891, 1.127], [1.713, -1.136, -0.058], [1.308, 0.120, 0.564], [-0.975, 1.048, 2.491], [0.057, 0.390, -2.401], [0.631, -1.574, -0.990], [-1.158, 0.187, 1.218], [-0.088, 0.508, 0.151], [-0.285, -0.369, -1.110], [0.076, 1.118, 2.795], [-1.339, 2.129, 2.405], [-1.599, 0.593, 3.283], [-0.625, 1.228, -2.467], [1.085, 0.778, -2.432], [-0.143, -0.277, -3.294], [0.067, -2.356, -0.511], [1.029, -1.954, -1.944], [-1.102, -0.876, 1.512], [-2.174, 0.375, 0.832], [-0.051, 1.613, -0.049], [-1.310, -0.746, -1.199]],
  "forces_ev_per_a": [[-1.3, 0.9, 0.1], [-1.1, -1.6, -0.6], [2.3, -2.9, -0.9], [1.0, 3.9, 1.8], [-0.8, 0.8, 0.2], [-0.7, -0.6, -0.5], [0.1, -0.1, 0.0], [0.3, 0.8, 0.7], [-0.5, -0.1, -0.2], [-0.2, 0.5, -1.3], [-0.3, -0.2, 0.1], [0.4, -1.5, -0.3], [0.5, 0.3, -0.1], [-0.1, 0.4, -0.3], [-0.2, -0.2, 0.0], [0.4, 0.8, 0.9], [0.0, -0.7, 0.3], [-0.1, 0.1, 0.4], [0.0, 0.3, -0.2], [0.4, -0.2, -0.2], [-0.3, -1.0, 0.0], [0.0, 0.4, 0.1]],
  "lowdin_charge": [0.1386, 0.1361, -0.3095, -0.2854, -0.1024, -0.0596, -0.0762, -0.1983, -0.2188, -0.3415, 0.0641, 0.0961, 0.0718, 0.0706, 0.0934, 0.1006, 0.1296, 0.1414, 0.1209, 0.1165, 0.1733, 0.1387]
}


{
  "formula": "C8H12O2",
  "method": "the ωB97M-V functional and the def2-TZVPD basis",
  "total_charge": 0,
  "e_homo_ha": -0.29953,
  "lumo_ev": 0.70,
  "total_energy_ev": -12584.917,
  "gap_ev": 8.85,
  "smiles": "Cc1ccc(O)cc1.CO",
  "symbols": ["C", "O", "H", "H", "H", "H", "C", "C", "C", "C", "C", "C", "C", "O", "H", "H", "H", "H", "H", "H", "H", "H"],
  "xyz": [[-0.567, 0.725, -3.752], [-0.129, -0.329, -2.908], [-0.441, -1.166, -3.253], [-1.504, 0.485, -4.268], [0.182, 0.996, -4.494], [-0.804, 1.577, -3.122], [2.461, -0.110, 0.310], [-0.058, -0.465, 0.268], [1.094, -0.103, 0.956], [-1.320, -0.429, 0.844], [-1.432, -0.110, 2.191], [0.968, 0.138, 2.328], [-0.292, 0.175, 2.915], [-2.632, 0.019, 2.840], [0.043, -0.653, -0.800], [-2.164, -0.723, 0.230], [2.584, 0.839, -0.213], [2.624, -0.980, -0.325], [1.860, 0.092, 2.940], [-3.339, -0.291, 2.269], [-0.362, 0.430, 3.964], [3.228, -0.117, 1.081]],
  "forces_ev_per_a": [[-0.6, 0.0, 0.0], [0.0, 0.0, -0.1], [0.0, -0.1, -0.1], [0.2, -0.1, 0.0], [0.1, 0.0, 0.0], [0.2, 0.2, 0.1], [-0.3, 0.2, 0.5], [0.3, 0.7, -0.8], [0.1, -0.8, 0.7], [0.3, -0.5, 0.1], [-0.2, 0.5, -0.2], [-0.4, -0.7, -0.6], [0.6, 0.1, 0.5], [0.0, -0.2, 0.1], [-0.2, -0.1, 0.3], [-0.2, 0.1, 0.2], [0.2, -0.2, -0.4], [-0.1, 0.2, -0.2], [0.0, 0.7, 0.1], [-0.1, 0.0, -0.1], [-0.2, -0.2, 0.1], [0.1, -0.1, 0.1]],
  "lowdin_charge": [-0.1492, -0.1366, 0.0781, 0.0794, 0.0742, 0.0779, -0.0522, -0.0501, -0.2820, -0.0209, -0.3321, -0.0442, -0.0258, 0.0429, 0.0850, 0.1104, 0.0801, 0.0788, 0.1078, 0.0976, 0.1145, 0.0664]
}


{
  "formula": "C8H12O4",
  "method": "the ωB97M-V functional and the def2-TZVPD basis",
  "total_charge": 0,
  "e_homo_ha": -0.37256,
  "lumo_ev": 0.50,
  "total_energy_ev": -16680.954,
  "gap_ev": 10.64,
  "smiles": "O=C1CCCO1.O=C1CCCO1",
  "symbols": ["O", "C", "O", "C", "C", "C", "H", "H", "H", "H", "H", "H", "O", "C", "O", "C", "C", "C", "H", "H", "H", "H", "H", "H"],
  "xyz": [[0.931, 1.696, 0.931], [-0.055, 2.222, 0.519], [-0.983, 2.749, 1.353], [-2.087, 3.278, 0.625], [-2.009, 2.709, -0.802], [-0.506, 2.390, -0.916], [-2.018, 4.371, 0.622], [-3.012, 3.033, 1.143], [-2.314, 3.475, -1.508], [-2.593, 1.799, -0.904], [0.041, 3.193, -1.407], [-0.299, 1.471, -1.459], [2.166, -3.742, -2.086], [1.826, -3.210, -1.075], [2.685, -2.484, -0.317], [2.020, -1.902, 0.796], [0.704, -2.676, 0.985], [0.462, -3.246, -0.414], [1.819, -0.840, 0.607], [2.665, -1.914, 1.672], [-0.104, -2.012, 1.286], [0.792, -3.444, 1.753], [-0.249, -2.639, -0.971], [0.120, -4.279, -0.433]],
  "forces_ev_per_a": [[0.3, -0.2, 0.0], [-0.2, 0.1, 0.0], [0.0, -0.2, 0.1], [-0.5, 0.4, -0.2], [0.8, 0.3, 0.5], [-0.5, -0.2, -0.2], [0.2, -0.1, 0.0], [0.1, -0.2, 0.1], [-0.2, -0.2, -0.2], [-0.2, 0.1, -0.1], [0.2, 0.0, 0.2], [0.1, 0.0, 0.0], [0.0, -0.1, -0.3], [0.0, 0.1, 0.2], [0.1, -0.1, -0.2], [-0.5, 0.7, 0.6], [0.0, 0.1, -0.1], [0.1, -0.2, 0.4], [0.0, -0.2, -0.3], [0.1, -0.3, -0.1], [0.1, 0.0, 0.1], [0.1, -0.1, -0.1], [0.1, 0.0, -0.2], [-0.1, 0.0, 0.0]],
  "lowdin_charge": [0.1222, -0.4879, 0.0270, -0.1642, -0.1358, -0.0712, 0.1244, 0.1225, 0.1102, 0.1122, 0.1291, 0.1219, 0.1245, -0.4891, 0.0297, -0.1577, -0.1425, -0.0760, 0.1101, 0.1242, 0.1076, 0.1111, 0.1238, 0.1236]
}


{
  "formula": "C8H12O6",
  "method": "the ωB97M-V functional and the def2-TZVPD basis",
  "total_charge": 0,
  "e_homo_ha": -0.39402,
  "lumo_ev": 0.64,
  "total_energy_ev": -20774.107,
  "gap_ev": 11.36,
  "smiles": "C[C@H]1COC(=O)O1.C[C@H]1COC(=O)O1",
  "symbols": ["C", "C", "C", "O", "C", "O", "O", "H", "H", "H", "H", "H", "H", "C", "C", "C", "O", "C", "O", "O", "H", "H", "H", "H", "H", "H"],
  "xyz": [[1.722, -0.114, -6.761], [0.652, -0.072, -5.617], [-0.178, -1.338, -5.219], [-0.210, -1.265, -3.863], [0.647, -0.432, -3.326], [0.875, -0.312, -2.119], [1.180, 0.328, -4.423], [2.340, -0.987, -6.552], [2.190, 0.870, -6.716], [1.534, -0.255, -7.825], [-0.199, 0.506, -5.978], [0.367, -2.170, -5.665], [-1.196, -1.514, -5.568], [0.536, 0.185, 4.506], [-0.999, 0.435, 4.701], [-1.609, -0.301, 5.834], [-1.530, 0.636, 6.897], [-1.236, 1.928, 6.464], [-1.307, 2.995, 7.065], [-1.013, 1.786, 5.178], [0.913, 0.688, 3.616], [0.901, -0.828, 4.338], [1.008, 0.611, 5.392], [-1.499, 0.260, 3.749], [-1.200, -1.252, 6.175], [-2.689, -0.387, 5.717]],
  "forces_ev_per_a": [[-0.1, -0.5, 1.3], [-2.9, -0.9, -3.2], [1.4, -0.6, -2.8], [-0.7, -1.6, 2.4], [1.3, 1.7, 1.7], [-0.4, 0.0, -4.4], [0.8, 0.2, 3.2], [0.8, 0.5, 0.3], [0.7, -0.4, 0.2], [-1.4, 0.1, 0.2], [0.4, 1.5, 0.3], [0.3, -0.8, 0.9], [0.0, 0.9, -0.2], [-0.3, 0.0, -0.2], [3.0, -0.5, -0.6], [-1.6, 0.4, 1.2], [0.7, 1.6, 2.3], [-1.6, 0.2, 1.1], [0.5, -3.3, -1.2], [-0.2, 1.5, -2.5], [-0.2, 0.5, 0.2], [-0.6, -0.3, 0.4], [0.3, -0.2, -0.1], [-0.3, 0.7, 0.2], [0.3, 0.2, -0.3], [-0.1, -0.6, -0.5]],
  "lowdin_charge": [-0.0071, -0.3582, -0.1246, 0.0877, -0.4405, 0.1331, 0.0686, 0.0781, 0.0823, 0.0775, 0.1397, 0.1250, 0.1383, -0.0107, -0.2771, -0.1157, 0.0297, -0.5111, 0.1308, 0.0707, 0.0813, 0.0801, 0.0908, 0.1543, 0.1421, 0.1347]
}


{
  "formula": "C8H12O6Rb",
  "method": "the ωB97M-V functional and the def2-TZVPD basis",
  "total_charge": 1,
  "e_homo_ha": -0.51329,
  "lumo_ev": -3.30,
  "total_energy_ev": -21425.898,
  "gap_ev": 10.67,
  "symbols": ["Rb", "C", "C", "C", "O", "C", "O", "O", "H", "H", "H", "H", "H", "H", "C", "C", "C", "O", "C", "O", "O", "H", "H", "H", "H", "H", "H"],
  "xyz": [[-1.867, 13.340, -16.554], [-4.763, 15.074, -19.617], [-5.075, 15.030, -18.073], [-6.548, 14.892, -17.598], [-6.743, 13.593, -17.144], [-5.560, 12.920, -17.243], [-5.405, 11.780, -16.899], [-4.553, 13.733, -17.762], [-3.718, 15.057, -19.926], [-5.304, 15.891, -20.093], [-5.292, 14.175, -19.933], [-4.556, 15.898, -17.667], [-7.123, 14.996, -18.519], [-6.791, 15.536, -16.753], [-2.464, 19.503, -18.230], [-1.792, 18.509, -19.159], [-0.305, 18.356, -18.878], [-0.113, 17.002, -19.006], [-1.253, 16.369, -18.838], [-1.450, 15.128, -18.747], [-2.239, 17.231, -18.867], [-3.552, 19.441, -18.270], [-2.322, 20.548, -18.505], [-2.143, 19.422, -17.192], [-2.057, 18.796, -20.176], [-0.044, 18.901, -17.971], [0.214, 18.740, -19.756]],
  "forces_ev_per_a": [[-0.1, -0.1, -0.3], [-2.3, 0.0, 0.7], [0.8, 0.0, -2.0], [0.3, 1.3, -1.3], [1.9, -1.6, -0.1], [-0.3, -0.8, 0.6], [0.3, 1.5, -0.6], [-0.4, -0.9, 2.0], [-0.1, 0.0, 0.6], [0.2, 0.3, 0.0], [0.3, -0.1, -0.7], [0.3, -0.5, 0.9], [-0.7, 0.6, 0.4], [-0.2, 0.4, -0.6], [-0.6, 0.6, 0.2], [-0.2, 2.5, 0.8], [-0.3, 2.8, -2.6], [1.3, -2.7, 1.3], [-1.0, -3.7, -0.3], [1.1, 3.5, 0.2], [-2.0, -1.6, 0.4], [0.0, -0.5, 0.0], [0.6, -0.1, -0.3], [0.0, -0.3, 0.0], [0.2, -0.4, -0.2], [0.5, -0.9, 0.3], [0.4, 0.7, 0.5]],
  "lowdin_charge": [1.0253, -0.0027, -0.2772, -0.0915, 0.0866, -0.5017, 0.1633, -0.0727, 0.0717, 0.0886, 0.0935, 0.1387, 0.1411, 0.1445, -0.0146, -0.3143, -0.0933, 0.1262, -0.5241, -0.0362, 0.1041, 0.0899, 0.0974, 0.0912, 0.1667, 0.1474, 0.1521]
}


{
  "formula": "C8H12S2",
  "method": "the ωB97M-V functional and the def2-TZVPD basis",
  "total_charge": 0,
  "e_homo_ha": -0.30235,
  "lumo_ev": 0.56,
  "total_energy_ev": -30157.069,
  "gap_ev": 8.79,
  "symbols": ["C", "C", "C", "C", "C", "C", "C", "C", "S", "S", "H", "H", "H", "H", "H", "H", "H", "H", "H", "H", "H", "H"],
  "xyz": [[0.319, 1.525, 1.059], [1.513, 0.946, 0.639], [-0.988, 1.255, 0.721], [1.582, -0.149, -0.091], [-0.283, -0.886, -0.385], [-1.170, 0.224, -0.356], [2.814, -0.977, -0.514], [-2.548, -0.510, -0.341], [-0.334, -2.207, 0.906], [-0.881, 1.090, -2.024], [0.367, 2.296, 1.842], [2.555, 1.342, 0.917], [-1.857, 1.747, 1.076], [-0.451, -1.350, -1.273], [3.562, -0.160, -0.806], [2.695, -1.756, -1.375], [3.242, -1.478, 0.376], [-2.547, -1.504, -0.686], [-3.406, 0.034, -0.678], [-2.825, -0.608, 0.678], [-0.222, -1.357, 2.036], [-1.135, 2.483, -1.720]],
  "forces_ev_per_a": [[-4.2, 2.2, 2.2], [3.6, -0.7, -0.7], [3.3, -1.4, -1.0], [-3.3, -3.3, -1.8], [6.8, 0.4, 3.7], [-3.3, 1.7, -0.4], [0.1, 1.0, -0.6], [-0.4, 2.1, 1.0], [-0.1, 1.5, 0.8], [-0.4, 1.6, 0.3], [0.4, -0.2, -0.4], [-1.8, -0.1, 0.0], [-0.4, 0.6, 0.5], [0.5, -1.7, -2.6], [-0.7, -1.4, 0.1], [-0.1, 1.7, 1.6], [-0.3, 0.1, -0.5], [0.2, -1.0, -1.0], [-0.2, 0.6, -1.1], [0.1, -0.4, 1.4], [-0.1, -0.9, -1.4], [0.3, -2.3, -0.1]],
  "lowdin_charge": [-0.1329, -0.1650, -0.0974, -0.1561, -0.5720, -0.8368, -0.0856, -0.1185, 0.7299, 0.7418, 0.1093, 0.1433, 0.1010, 0.0319, 0.0890, 0.1037, 0.0695, 0.0534, 0.0743, 0.0601, -0.0735, -0.0695]
}